(1)
61
Properties=species:S:1:pos:R:3 method="wB97M-V/def2-TZVPD" largest_force_ev_per_a=3.5 homo_ev=-4.7 total_charge=-1 homo_lumo_gap_ev=6.66 lumo_energy_ev=1.9
In 3.43 -1.37 2.98
F 1.72 -1.13 0.08
F -0.40 -1.96 0.22
F -0.05 0.28 0.01
O -5.07 1.19 -3.56
O 3.01 -3.34 2.30
O -2.48 -5.49 5.38
O -4.15 2.86 1.29
O 5.61 0.68 1.91
O 4.59 2.37 1.34
O 0.35 -1.98 2.87
O 5.50 0.98 -2.34
N 4.91 1.29 0.90
C -6.38 2.83 -4.67
C 1.78 0.09 2.52
C -2.19 2.56 -0.03
C -3.64 2.89 0.18
C -0.52 -5.76 4.06
C -2.78 -5.06 3.06
C -7.09 0.37 -4.48
C -4.45 3.25 -1.04
C 5.29 -0.75 1.80
C 0.45 -0.91 0.58
C 0.42 -0.72 2.17
C 6.15 1.95 -2.68
C -1.98 -5.44 4.27
C 5.82 3.33 -2.17
C 7.32 1.82 -3.62
C -6.08 1.44 -4.18
H -7.21 0.26 -5.56
H 6.67 3.73 -1.61
H -3.81 -4.86 3.36
H 7.44 0.77 -3.90
H 4.96 3.27 -1.50
H -0.42 -6.62 3.38
H 0.38 -1.73 3.82
H -7.31 3.19 -4.22
H -0.49 -0.11 2.49
H 6.14 -1.43 2.10
H -1.67 3.42 -0.46
H -6.46 2.83 -5.75
H 8.24 2.15 -3.12
H 1.51 0.73 3.43
H -2.79 -5.88 2.34
H -0.06 -6.02 5.01
H -1.73 2.32 0.93
H 2.84 -3.19 1.34
H -2.09 1.69 -0.69
H -4.04 4.14 -1.51
H 3.71 -1.45 4.75
H 1.99 0.82 1.68
H -2.37 -4.16 2.61
H -5.56 3.50 -4.37
H -4.46 2.41 -1.74
H 7.15 2.41 -4.52
H -6.75 -0.58 -4.07
H -5.48 3.46 -0.74
H -0.01 -4.89 3.65
H 5.05 -1.02 0.71
H -8.05 0.62 -4.02
H 5.58 3.98 -3.00

---

(2)
50
Properties=species:S:1:pos:R:3 method="wB97M-V/def2-TZVPD" largest_force_ev_per_a=4.6 homo_ev="-15.5 / -15.2" total_charge=+2 homo_lumo_gap_ev="6.18 / 6.01" lumo_energy_ev="-9.3 / -9.2"
Ga -0.35 -0.69 -1.03
P -2.17 0.81 0.04
C 1.91 -0.46 0.41
C -2.18 2.63 -0.27
C -0.75 -4.60 -1.38
C 2.48 0.23 -2.04
C 1.46 3.01 -0.99
C -0.91 -3.24 -0.85
C 1.70 0.41 -0.76
C 1.53 0.26 1.55
C 0.96 2.70 2.10
C -0.46 -2.28 -1.94
C 2.69 -1.72 0.38
C -3.85 0.34 -0.49
C 1.39 1.73 -0.25
C 1.23 1.58 1.15
C -2.35 0.76 1.87
C 1.64 -0.20 2.96
H 1.91 3.17 2.44
H -4.58 1.03 -0.04
H 2.33 3.60 -0.66
H -1.92 2.82 -1.31
H 0.57 3.62 -0.83
H 2.54 0.22 3.44
H 2.50 -2.33 -0.53
H -3.22 1.37 2.16
H -3.19 3.01 -0.07
H 0.35 3.52 1.66
H 3.78 -1.51 0.39
H -1.96 -3.01 -0.54
H -4.06 -0.68 -0.18
H -1.45 1.15 2.36
H 1.72 -1.30 2.99
H -1.69 -0.31 -1.81
H 2.17 0.96 -2.81
H -0.89 -5.31 -0.59
H -3.91 0.39 -1.58
H 3.54 0.40 -1.82
H 0.49 -2.29 -2.42
H -0.30 -3.10 0.08
H 1.58 2.81 -2.05
H 2.48 -2.35 1.25
H 0.25 -4.76 -1.77
H -1.45 -4.82 -2.15
H -1.18 -2.14 -2.71
H 0.45 2.35 3.02
H -2.51 -0.27 2.17
H 2.37 -0.78 -2.47
H 0.76 0.11 3.53
H -1.47 3.15 0.38

---

Quick rundown of DFT total energy, same order as above: -48303.7799 -78756.4313 eV